Record 1
Computed, not measured: a 3-piece molecular cluster, C36H43Br3ClF3N3O11PS overall at a distorted geometry, with ωB97M-V with the def2-TZVPD basis set.

Geometry (Å):
C (-0.724, 2.693, 4.982)
C (-1.494, 3.661, 4.067)
N (-1.382, 3.191, 2.676)
C (-2.304, 2.145, 2.363)
C (-3.699, 2.266, 2.305)
P (-4.609, 3.844, 2.689)
N (-3.771, 5.187, 2.050)
O (-6.004, 3.777, 1.789)
C (-4.478, 1.176, 1.990)
C (-3.955, -0.061, 1.701)
C (-4.784, -1.292, 1.371)
C (-6.128, -1.012, 0.655)
C (-6.094, -1.432, -0.834)
Cl (-5.920, 0.022, -1.872)
C (-2.571, -0.176, 1.738)
C (-1.783, 0.901, 2.080)
S (-0.023, 0.590, 2.132)
C (0.133, -0.482, 0.715)
C (1.231, -0.415, -0.112)
C (2.303, 0.566, 0.258)
Br (2.207, 2.391, -0.265)
C (3.304, 0.088, 0.989)
C (3.439, -1.348, 1.434)
Br (4.732, 1.237, 1.555)
C (1.321, -1.265, -1.206)
C (2.552, -1.262, -2.109)
C (3.010, 0.096, -2.651)
O (2.300, 0.853, -3.269)
O (4.302, 0.428, -2.411)
C (0.267, -2.143, -1.447)
C (0.259, -3.082, -2.651)
C (-0.436, -2.471, -3.881)
O (0.481, -1.742, -4.732)
C (0.108, -0.410, -4.681)
O (-0.191, 0.221, -5.655)
C (-0.832, -2.202, -0.598)
C (-2.005, -3.136, -0.838)
C (-2.003, -4.406, 0.033)
C (-3.077, -5.336, -0.497)
F (-4.295, -4.792, -0.308)
F (-2.946, -5.583, -1.814)
F (-3.075, -6.531, 0.111)
C (-0.901, -1.369, 0.518)
N (-2.005, -1.447, 1.411)
Br (-1.552, -2.424, 2.992)
H (-0.580, 3.178, 5.951)
H (0.240, 2.501, 4.502)
H (-1.247, 1.735, 5.064)
H (-2.524, 3.860, 4.400)
H (-0.959, 4.621, 4.110)
H (-1.582, 3.928, 2.015)
H (-3.276, 4.904, 1.205)
H (-3.124, 5.498, 2.764)
H (-6.589, 3.154, 2.231)
H (-5.559, 1.269, 1.972)
H (-4.915, -1.840, 2.313)
H (-4.207, -1.957, 0.731)
H (-6.492, 0.006, 0.773)
H (-6.872, -1.675, 1.118)
H (-6.997, -1.998, -1.071)
H (-5.262, -2.106, -1.045)
H (2.484, -1.856, 1.574)
H (4.008, -1.884, 0.664)
H (4.009, -1.400, 2.364)
H (3.368, -1.700, -1.517)
H (2.394, -1.911, -2.970)
H (4.866, -0.356, -2.448)
H (1.278, -3.411, -2.867)
H (-0.291, -3.994, -2.406)
H (-0.935, -3.246, -4.469)
H (-1.206, -1.764, -3.545)
H (0.144, 0.063, -3.686)
H (-2.909, -2.569, -0.607)
H (-2.073, -3.349, -1.906)
H (-2.349, -4.102, 1.025)
H (-1.029, -4.892, 0.106)
C (8.249, -0.596, 3.888)
C (8.219, -1.621, 2.781)
C (9.314, -1.467, 1.757)
O (8.720, -2.068, 0.599)
C (7.377, -1.914, 0.719)
O (6.593, -2.130, -0.149)
O (7.050, -1.476, 1.961)
H (8.304, 0.415, 3.483)
H (7.338, -0.651, 4.483)
H (9.107, -0.759, 4.541)
H (8.207, -2.630, 3.205)
H (10.233, -1.979, 2.033)
H (9.540, -0.423, 1.524)
C (0.831, 3.165, -4.231)
C (-0.647, 3.277, -3.961)
C (-1.284, 4.527, -4.504)
O (-2.409, 4.688, -3.630)
C (-2.069, 4.125, -2.454)
O (-2.700, 4.247, -1.449)
O (-0.929, 3.415, -2.555)
H (1.351, 4.076, -3.923)
H (1.292, 2.336, -3.678)
H (1.007, 3.001, -5.295)
H (-1.163, 2.380, -4.317)
H (-1.606, 4.427, -5.538)
H (-0.647, 5.409, -4.409)

Forces on the atoms, in the same order (eV/Å):
C -0.44 0.38 -0.50
C 0.99 0.21 -0.01
N -0.83 0.13 -0.06
C -0.06 -0.14 0.14
C 0.04 1.39 -0.74
P -0.50 0.27 2.04
N -0.22 -1.48 -0.75
O 0.98 -0.16 -0.38
C -0.82 -0.33 0.04
C 0.30 -0.80 -0.40
C -0.24 0.73 0.04
C 0.06 -1.33 0.16
C -0.09 0.24 0.65
Cl -0.04 -0.37 -0.12
C -0.51 -0.54 -0.04
C 1.33 -0.77 -0.18
S 0.21 0.51 -0.29
C -0.86 0.79 1.37
C 0.40 1.01 -0.17
C 0.24 -0.34 -0.06
Br -0.36 -0.50 0.01
C 0.38 0.28 0.40
C 0.37 0.11 -0.15
Br -0.29 -0.39 -0.12
C 0.16 0.27 -0.61
C 0.31 -0.02 0.53
C -0.23 0.19 -0.22
O 0.75 -1.07 0.82
O -0.25 -0.05 -0.59
C -0.10 -0.81 -0.66
C -0.02 0.02 0.15
C 0.37 -0.07 0.46
O -0.75 0.56 0.33
C 0.07 0.61 -0.90
O 0.37 -0.52 0.41
C -0.92 -0.28 0.50
C 0.16 0.53 -0.30
C -0.74 0.52 -0.36
C 0.53 -0.09 0.23
F -0.13 0.00 -0.12
F -0.05 0.02 -0.12
F -0.01 -0.04 0.16
C 0.46 -0.40 -0.48
N 0.08 0.14 -0.28
Br 0.06 -0.03 0.19
H -0.02 -0.40 0.05
H -0.02 0.07 0.24
H 0.04 0.13 0.26
H 0.08 -0.29 0.02
H -0.16 -0.10 -0.07
H 0.31 0.27 0.15
H 0.04 0.63 -0.19
H -0.04 0.23 -0.09
H -0.20 0.18 0.03
H 0.12 0.17 -0.05
H -0.22 0.06 -0.16
H 0.09 0.07 0.21
H 0.07 -0.08 -0.14
H 0.01 0.25 0.01
H -0.05 0.49 -0.36
H 0.03 0.23 0.00
H -0.02 0.22 -0.05
H 0.04 -0.05 0.25
H -0.05 -0.02 -0.13
H -0.01 0.08 -0.19
H 0.01 0.22 0.00
H 0.00 -0.05 0.50
H -0.23 0.01 -0.32
H 0.19 0.09 0.08
H 0.25 0.15 -0.16
H -0.06 -0.31 0.04
H -0.13 -0.48 0.02
H 0.08 -0.12 0.01
H -0.01 -0.27 0.22
H 0.33 -0.28 0.03
H -0.14 -0.09 -0.14
C -0.33 0.22 -0.05
C 0.16 0.43 0.56
C 0.26 -0.20 -0.03
O -0.22 0.08 0.05
C -0.04 0.09 0.04
O -0.10 0.00 -0.12
O 0.14 -0.29 -0.31
H 0.05 -0.04 -0.06
H 0.06 -0.10 0.05
H 0.00 -0.06 -0.03
H 0.04 -0.03 -0.11
H -0.04 -0.13 -0.19
H -0.08 0.03 0.12
C 0.27 -0.08 0.50
C 0.76 -0.12 -0.38
C -0.23 0.00 -0.30
O 0.04 0.06 -0.07
C -0.21 0.02 0.54
O -0.01 0.04 0.15
O -0.18 0.02 -0.08
H -0.09 0.07 -0.06
H -0.51 0.60 -0.41
H -0.07 -0.02 0.00
H -0.07 0.07 -0.02
H -0.20 0.02 0.07
H 0.12 -0.08 0.03

2S+1 = 1
M = 1088.950 g/mol
HOMO energy = -0.291 Ha
Orbital gap = 7.4258 eV
SMILES = CCNc1c(P(N)O)cc(CCCCl)c2c1Sc1c(/C(Br)=C(\C)Br)c(CC(=O)O)c(CCOC=O)c(CCC(F)(F)F)c1N2Br.C[C@@H]1COC(=O)O1.C[C@@H]1COC(=O)O1



Record 2
Computed, not measured: C36H43Br3HfN7O2S as an isolated structure at a distorted geometry, with ωB97M-V with the def2-TZVPD basis set.

Geometry (Å):
Hf (0.367, -0.417, 0.389)
Br (5.888, -3.348, 3.454)
C (4.431, -2.348, 2.809)
C (3.156, -2.468, 3.356)
C (2.111, -1.803, 2.770)
N (2.174, -1.292, 1.526)
C (3.403, -1.240, 0.926)
C (4.540, -1.628, 1.591)
C (3.373, -0.796, -0.478)
C (4.543, -0.627, -1.228)
C (4.511, -0.130, -2.499)
Br (6.130, 0.096, -3.419)
C (3.263, 0.204, -3.063)
C (2.122, -0.119, -2.331)
N (2.153, -0.503, -1.021)
H (2.921, -2.998, 4.221)
H (1.278, -1.634, 3.351)
H (5.501, -1.398, 1.065)
H (5.499, -0.911, -0.772)
H (3.291, 0.538, -4.069)
H (1.169, -0.067, -2.770)
C (-3.325, 2.197, -4.682)
C (-1.841, 1.716, -4.835)
N (-1.037, 1.923, -3.622)
C (-0.356, 3.223, -3.572)
C (1.049, 3.105, -4.197)
C (-1.064, 1.140, -2.588)
S (-0.383, 1.661, -1.029)
N (-1.748, -0.051, -2.752)
C (-1.673, -1.050, -1.929)
O (-0.768, -1.264, -0.988)
C (-2.738, -2.018, -2.015)
C (-3.613, -1.921, -3.082)
C (-4.798, -2.586, -2.949)
C (-5.051, -3.511, -1.948)
C (-4.038, -3.770, -1.039)
C (-2.913, -3.024, -1.053)
H (-3.904, 1.838, -5.499)
H (-3.410, 3.291, -4.555)
H (-3.780, 1.697, -3.792)
H (-1.314, 2.288, -5.593)
H (-1.737, 0.731, -5.077)
H (-0.279, 3.481, -2.528)
H (-1.012, 3.987, -4.002)
H (1.749, 2.512, -3.578)
H (1.482, 4.072, -4.466)
H (0.976, 2.641, -5.162)
H (-3.479, -1.144, -3.830)
H (-5.630, -2.404, -3.710)
H (-5.987, -4.170, -1.957)
H (-4.178, -4.524, -0.257)
H (-2.052, -3.255, -0.431)
C (1.510, 1.439, 3.142)
C (1.517, 2.737, 3.914)
N (1.755, 3.860, 3.065)
C (0.434, 4.143, 2.377)
C (-0.084, 2.770, 1.909)
N (0.980, 1.731, 1.723)
C (2.116, 2.371, 1.082)
C (2.702, 3.498, 1.958)
H (0.879, 0.755, 3.703)
H (2.512, 1.030, 3.108)
H (2.383, 2.754, 4.615)
H (0.632, 2.957, 4.465)
H (0.645, 4.854, 1.610)
H (-0.253, 4.616, 3.115)
H (-0.522, 3.019, 0.952)
H (-0.869, 2.343, 2.624)
H (1.735, 2.852, 0.199)
H (2.882, 1.650, 0.820)
H (2.947, 4.414, 1.422)
H (3.621, 3.120, 2.427)
C (-2.515, 0.754, 3.518)
C (-2.357, 0.505, 2.048)
C (-3.378, 0.672, 1.031)
O (-1.251, 0.054, 1.687)
H (-3.261, 1.567, 3.658)
H (-1.499, 0.824, 3.958)
H (-2.916, -0.179, 3.945)
H (-4.224, 0.026, 1.344)
H (-3.124, 0.403, 0.053)
H (-3.896, 1.665, 0.984)
Br (1.287, -3.760, -0.719)
C (0.219, -4.010, 0.828)
C (0.145, -5.234, 1.441)
C (-0.508, -5.293, 2.658)
C (-1.086, -4.174, 3.213)
C (-0.917, -3.011, 2.542)
N (-0.203, -2.866, 1.415)
H (0.540, -6.154, 0.911)
H (-0.569, -6.276, 3.126)
H (-1.602, -4.261, 4.129)
H (-1.381, -2.090, 2.913)

Forces on the atoms, in the same order (eV/Å):
Hf -0.86 0.14 -0.08
Br -0.46 0.61 -0.05
C 0.07 -0.47 -1.09
C 0.71 0.91 -0.90
C 1.91 0.16 -1.60
N 0.49 0.52 0.24
C -1.21 -0.17 0.56
C 1.20 0.00 -0.34
C 0.23 1.00 -1.20
C 0.18 -0.92 1.90
C -0.32 0.70 -0.72
Br -0.49 0.02 0.07
C 0.51 -1.39 1.17
C 1.62 0.33 0.63
N 1.06 -0.20 -0.25
H 0.16 -0.78 1.54
H -2.17 0.00 0.75
H -0.80 -0.72 1.03
H -0.45 0.21 -0.41
H -0.61 0.30 -0.76
H -1.02 0.28 -0.42
C 1.01 -0.52 1.68
C -0.68 2.40 0.42
N -0.10 1.37 0.23
C 0.62 0.15 0.38
C -0.25 0.30 -0.05
C -0.44 -2.02 0.54
S 0.01 -0.36 -0.39
N 1.15 1.51 0.63
C -0.08 -0.15 -0.04
O 0.25 0.53 -0.15
C 0.38 -0.91 -0.27
C -0.62 1.27 0.73
C -2.89 -0.48 -2.12
C -0.96 -1.28 -0.33
C -1.22 -1.14 1.07
C 1.86 0.84 -0.28
H -0.32 0.06 -0.93
H 0.06 -0.55 -0.23
H 0.43 0.45 -0.47
H -0.15 0.09 -0.22
H -0.23 -2.70 -0.79
H 0.15 0.30 0.17
H 0.27 -0.29 -0.37
H -0.46 0.46 -0.15
H -0.03 0.06 0.60
H -0.11 -0.60 -0.52
H 0.02 -0.42 0.02
H 1.37 -0.33 1.03
H 1.37 1.39 0.08
H 0.09 0.15 -0.47
H -0.40 0.18 0.35
C -1.07 -0.09 -0.16
C 2.50 0.47 0.99
N -0.71 1.05 -2.40
C 1.35 -0.82 2.33
C -1.55 0.21 0.21
N 0.15 -0.98 1.55
C 0.37 1.47 -0.68
C 0.08 -0.18 1.78
H -0.26 -0.45 -0.34
H 0.14 -0.17 -0.40
H -0.71 -0.48 -0.02
H -0.74 -0.21 0.58
H -0.15 0.30 -0.80
H 0.38 -0.37 -0.55
H -0.50 -0.68 -0.21
H 1.25 0.82 -1.12
H -0.03 -0.12 -0.79
H 0.09 -0.22 -0.10
H -0.05 -0.23 -0.19
H -0.07 0.34 0.00
C -0.40 -0.26 -0.63
C 0.99 -0.14 0.22
C -2.69 0.94 1.12
O 0.38 -0.58 0.12
H 0.80 -0.43 0.45
H -0.84 0.56 -0.08
H -0.29 0.22 -0.08
H 0.23 0.07 -0.05
H 0.85 -0.48 -1.29
H 0.73 -0.51 0.41
Br -0.25 -0.25 0.07
C 1.03 1.69 0.54
C 0.15 -1.45 -1.17
C 0.18 -1.48 -0.08
C 0.50 -0.92 -0.37
C -0.32 1.89 -0.17
N -0.51 -0.35 -0.74
H -0.48 1.27 0.90
H -0.09 0.34 0.12
H -0.61 0.20 0.82
H 0.32 -0.28 -0.01

2S+1 = 1
M = 1056.056 g/mol
HOMO energy = -0.570 Ha
Orbital gap = 6.3254 eV
Total charge = +3